Record 1
{"formula": "C4H8N2O", "method": "ωB97M-V/def2-TZVPD", "smiles": "Cc1c[nH]cn1.O", "max_force_ev_per_a": 3.7, "lumo_energy_ev": 0.7, "de_lowest_kj_mol": 152.9, "homo_ha": -0.313, "species": ["N", "C", "C", "C", "N", "C", "H", "H", "H", "H", "H", "H", "O", "H", "H"], "xyz": [[1.427, 0.346, 1.733], [0.426, 0.295, 2.671], [-0.611, -0.125, 0.670], [0.762, -0.028, 0.472], [-0.764, -0.029, 2.064], [1.429, -0.049, -0.933], [0.384, 0.722, 3.673], [-1.409, -0.331, -0.044], [-1.638, -0.010, 2.597], [2.185, 0.754, -0.935], [0.736, 0.118, -1.775], [1.940, -1.015, -1.085], [-1.852, -0.128, -2.719], [-1.371, -0.967, -2.899], [-1.643, 0.448, -3.489]], "forces_ev_per_angstrom": [[-2.80, -1.09, -0.39], [0.67, 0.25, -3.65], [1.79, -0.57, 1.36], [-0.54, 1.38, 0.82], [-0.56, 0.57, 0.24], [0.42, 0.05, 1.51], [0.60, -0.54, -0.23], [0.23, 0.07, 0.50], [0.48, -0.06, -0.68], [-0.19, -0.39, -0.18], [0.01, -0.05, 0.70], [-0.10, 0.40, -0.01], [0.72, -0.29, -0.92], [-0.51, 0.89, 0.13], [-0.21, -0.63, 0.81]]}

Record 2
{"formula": "C4H8N2O", "method": "ωB97M-V/def2-TZVPD", "max_force_ev_per_a": 4.7, "lumo_energy_ev": 0.8, "de_lowest_kj_mol": 620.2, "homo_ha": -0.317, "species": ["C", "C", "C", "C", "O", "N", "N", "H", "H", "H", "H", "H", "H", "H", "H"], "xyz": [[1.909, -0.630, -1.008], [-0.951, -0.780, -0.590], [0.825, -0.312, -0.066], [-0.725, 0.203, 1.321], [-0.753, 2.464, 1.244], [-1.485, 1.258, 1.339], [0.728, 0.254, 1.019], [-1.449, 3.123, 1.142], [-0.942, -0.660, 1.941], [2.876, -0.384, -0.561], [1.882, -1.690, -1.269], [-0.920, -0.236, -1.535], [-2.005, -0.706, -0.317], [-0.769, -1.848, -0.732], [1.777, -0.057, -1.929]], "forces_ev_per_angstrom": [[0.13, -0.04, -0.08], [2.53, -1.21, -2.49], [-4.49, -0.91, -0.98], [1.77, 3.26, 2.00], [-0.11, -0.60, -0.69], [1.04, -1.20, 0.99], [-0.45, 0.99, 2.00], [-0.03, -0.11, -0.02], [-0.73, -0.23, -0.82], [-0.12, 0.00, -0.02], [0.01, 0.08, 0.03], [0.03, -0.36, -0.42], [0.51, 0.41, 0.99], [-0.11, -0.05, -0.57], [0.02, -0.04, 0.09]]}

Record 3
{"formula": "C4H8N2O", "method": "ωB97M-V/def2-TZVPD", "smiles": "O/N=C1/CCCN1", "max_force_ev_per_a": 3.2, "lumo_energy_ev": 1.0, "de_lowest_kj_mol": 326.0, "homo_ha": -0.313, "species": ["C", "C", "C", "C", "H", "H", "H", "H", "H", "H", "H", "H", "N", "N", "O"], "xyz": [[-0.315, -0.255, -0.757], [-1.296, 0.004, 0.343], [-0.411, 0.861, 1.239], [0.975, 0.304, 1.034], [0.517, -1.684, -3.023], [-1.422, -0.941, 0.954], [-2.314, 0.408, -0.097], [-0.475, 1.805, 0.736], [-0.707, 0.842, 2.323], [1.074, -0.773, 1.396], [1.599, 1.101, 1.407], [1.749, -0.107, -0.933], [-0.605, -0.824, -1.858], [0.938, 0.285, -0.421], [0.693, -1.027, -2.344]], "forces_ev_per_angstrom": [[-0.81, 1.01, 0.21], [-1.20, -0.83, 0.12], [-1.72, -0.33, 1.55], [-0.88, -0.26, -0.55], [0.42, 0.05, -0.28], [-0.45, 0.60, -1.13], [2.08, -0.73, 1.32], [0.42, 1.15, 0.63], [0.06, 0.44, -1.10], [0.29, 1.60, 0.31], [1.09, -0.59, 0.28], [-1.05, 0.37, 0.62], [0.59, 0.04, 1.51], [0.60, -1.30, -0.54], [0.58, -1.22, -2.93]]}

Record 4
{"formula": "C4H8N2O", "method": "ωB97M-V/def2-TZVPD", "smiles": "N#C[C@@H](N)CCO", "max_force_ev_per_a": 1.1, "lumo_energy_ev": 0.8, "de_lowest_kj_mol": 158.6, "homo_ha": -0.371, "species": ["N", "C", "C", "C", "O", "C", "N", "H", "H", "H", "H", "H", "H", "H", "H"], "xyz": [[1.076, 1.551, 1.210], [0.606, 0.272, 0.665], [-0.565, 0.473, -0.312], [-1.042, -0.760, -1.074], [-1.560, -1.710, -0.160], [1.814, -0.259, 0.001], [2.844, -0.557, -0.434], [0.348, 2.074, 1.682], [1.817, 1.372, 1.882], [0.288, -0.462, 1.424], [-0.283, 1.243, -1.038], [-1.417, 0.849, 0.268], [-0.223, -1.190, -1.671], [-1.825, -0.429, -1.776], [-1.878, -2.467, -0.668]], "forces_ev_per_angstrom": [[-0.13, 0.04, 0.22], [-0.04, -0.16, -0.12], [-0.02, 0.08, -0.01], [0.23, 0.35, -0.23], [-0.06, -0.21, -0.04], [0.90, -0.37, -0.41], [-1.06, 0.09, 0.29], [-0.13, -0.20, -0.03], [-0.11, 0.15, -0.11], [0.13, 0.12, -0.13], [-0.02, -0.07, 0.10], [0.15, 0.03, -0.05], [-0.07, 0.08, 0.16], [0.16, -0.07, 0.12], [0.08, 0.14, 0.22]]}

Record 5
{"formula": "C4H8N2O", "method": "ωB97M-V/def2-TZVPD", "smiles": "OC1CC1.N=C=N", "max_force_ev_per_a": 2.2, "lumo_energy_ev": 0.7, "de_lowest_kj_mol": 303.7, "homo_ha": -0.314, "species": ["C", "C", "C", "N", "C", "N", "O", "H", "H", "H", "H", "H", "H", "H", "H"], "xyz": [[0.504, -0.912, -1.039], [0.503, -1.172, 0.450], [-1.760, 1.053, 0.472], [-0.904, 1.881, 0.214], [1.678, -0.385, -0.298], [-2.531, 0.305, 1.026], [1.833, 0.957, -0.078], [0.948, 1.363, 0.025], [-1.075, 2.869, 0.134], [-3.101, -0.393, 0.588], [2.641, -0.872, -0.398], [0.661, -1.767, -1.682], [-0.200, -0.195, -1.438], [0.118, -0.546, 1.241], [0.684, -2.184, 0.783]], "forces_ev_per_angstrom": [[-0.38, 0.37, 0.03], [2.17, 0.48, -0.13], [-0.51, 0.94, 0.94], [0.57, -0.33, -0.37], [-0.80, -1.75, 0.55], [0.07, -0.36, -0.10], [-0.27, 0.81, 0.23], [0.37, -0.16, -0.05], [-0.33, 0.04, -0.15], [-0.09, -0.08, -0.27], [-0.15, -0.04, -0.08], [-0.09, -0.11, 0.07], [0.01, 0.12, -0.14], [-0.69, 0.12, -0.45], [0.13, -0.05, -0.07]]}

Record 6
{"formula": "C4H8N2O", "method": "ωB97M-V/def2-TZVPD", "smiles": "NC(=O)CN1CC1", "max_force_ev_per_a": 0.4, "lumo_energy_ev": 1.0, "de_lowest_kj_mol": 166.1, "homo_ha": -0.350, "species": ["N", "C", "O", "C", "N", "C", "C", "H", "H", "H", "H", "H", "H", "H", "H"], "xyz": [[-0.245, -0.404, -2.164], [-1.147, 0.049, -1.255], [-2.106, 0.737, -1.552], [-0.916, -0.376, 0.187], [0.477, -0.549, 0.587], [0.787, 0.038, 1.882], [1.318, 0.641, 0.638], [-0.422, -0.203, -3.137], [0.486, -1.046, -1.906], [-1.458, 0.366, 0.791], [-1.420, -1.343, 0.325], [-0.031, 0.562, 2.382], [1.425, -0.544, 2.539], [0.888, 1.588, 0.321], [2.362, 0.487, 0.359]], "forces_ev_per_angstrom": [[-0.09, 0.05, -0.10], [0.05, -0.06, -0.01], [0.19, -0.12, -0.03], [-0.18, 0.10, 0.03], [-0.09, -0.15, -0.13], [0.00, -0.10, 0.28], [0.04, 0.23, -0.08], [0.07, -0.06, 0.16], [-0.05, 0.09, 0.07], [0.14, -0.07, -0.06], [0.02, 0.19, 0.01], [0.24, -0.10, -0.10], [-0.01, 0.04, -0.09], [0.01, -0.08, 0.01], [-0.36, 0.03, 0.06]]}

Record 7
{"formula": "C4H8N2O", "method": "ωB97M-V/def2-TZVPD", "smiles": "CN1[C@@H]2CCON21", "max_force_ev_per_a": 1.2, "lumo_energy_ev": 1.1, "de_lowest_kj_mol": 415.0, "homo_ha": -0.348, "species": ["C", "C", "C", "C", "N", "N", "O", "H", "H", "H", "H", "H", "H", "H", "H"], "xyz": [[-0.082, 1.041, 1.191], [-1.502, 0.462, 1.073], [0.506, 0.590, -0.127], [1.144, -1.447, -1.362], [0.280, -0.789, -0.417], [-0.560, 0.229, -1.012], [-1.763, 0.359, -0.322], [-0.087, 2.131, 1.239], [0.452, 0.637, 2.046], [-1.548, -0.533, 1.529], [-2.277, 1.100, 1.495], [1.356, 1.115, -0.554], [0.575, -2.243, -1.841], [1.530, -0.768, -2.131], [1.976, -1.883, -0.808]], "forces_ev_per_angstrom": [[-0.18, -0.11, -0.33], [0.20, -0.18, 0.45], [0.33, 0.41, 0.58], [0.03, 0.05, -0.35], [-0.35, -0.39, 0.91], [0.21, 0.16, -1.12], [-0.41, -0.02, 0.03], [0.02, -0.01, 0.02], [0.03, 0.01, 0.04], [-0.01, 0.19, -0.03], [0.04, -0.04, -0.01], [-0.02, 0.00, -0.07], [0.09, -0.04, -0.05], [0.02, -0.03, -0.02], [0.01, -0.01, -0.04]]}

Record 8
{"formula": "C4H8N2O", "method": "ωB97M-V/def2-TZVPD", "smiles": "[H]/N=C(\\C=O)N(C)C", "max_force_ev_per_a": 3.9, "lumo_energy_ev": 0.8, "de_lowest_kj_mol": 258.9, "homo_ha": -0.343, "species": ["C", "C", "N", "C", "C", "N", "O", "H", "H", "H", "H", "H", "H", "H", "H"], "xyz": [[0.372, -0.643, 1.367], [-1.399, -1.167, -0.419], [-0.564, -0.189, 0.221], [0.266, 0.561, -0.539], [0.963, 1.780, 0.020], [0.209, 0.500, -1.829], [2.115, 1.825, 0.373], [0.763, 1.213, -2.298], [0.389, 2.714, -0.167], [-1.701, -0.757, -1.385], [-0.281, -0.645, 2.242], [0.721, -1.660, 1.182], [1.224, -0.026, 1.639], [-2.223, -1.415, 0.244], [-0.856, -2.090, -0.650]], "forces_ev_per_angstrom": [[-2.56, -0.82, 0.60], [0.27, -0.48, -0.23], [3.09, 0.24, 2.36], [-1.21, 1.19, -3.18], [0.81, 0.11, -0.48], [0.36, -0.14, 0.73], [-0.45, -0.05, 0.20], [0.07, 0.03, 0.16], [-0.06, -0.14, 0.33], [-0.31, -0.02, 0.31], [0.25, -0.36, 0.20], [0.01, 0.03, -0.13], [-0.19, 0.35, -0.76], [-0.18, 0.08, -0.12], [0.09, -0.02, 0.04]]}

Asked for E_tot across the records above, the calculation gives -9304.809 -9299.965 -9303.014 -9304.749 -9303.245 -9304.671 -9302.092 -9303.710 eV in order.